(1)
DFT (ωB97M-V/def2-TZVPD) results for a cluster of 13 separate species, C66H82N4O22 in total at a distorted geometry.

Last column: Löwdin charge in e.
Atoms and positions in Å:
O: -7.103 2.332 -4.996  0.05
O: -0.090 3.469 -0.876  -0.03
O: -0.750 2.089 2.865  0.00
O: 0.731 1.543 0.696  -0.05
O: -1.942 2.523 -5.317  0.03
O: -5.150 0.688 0.484  0.02
O: -3.877 -1.211 -2.184  0.00
O: 0.840 -1.887 4.316  0.01
O: 2.601 -0.773 -2.573  -0.01
O: -5.061 -2.933 -0.272  0.00
O: 2.594 5.356 5.879  0.01
O: 3.478 -8.456 2.634  0.03
O: 5.114 2.246 -1.125  0.01
O: 6.738 -3.850 -0.582  0.02
O: 2.800 -3.008 2.529  -0.03
O: -1.611 -3.740 4.020  0.01
O: -1.340 -2.817 -2.307  0.00
O: -3.635 5.925 -0.208  0.02
O: -1.651 -6.799 0.713  0.04
O: 1.482 -3.558 -7.008  0.06
O: 2.156 2.385 7.511  0.02
O: 2.237 8.347 -0.072  0.02
N: -0.868 -4.937 -0.271  0.03
N: -1.599 3.180 -3.179  0.05
N: 0.212 -0.460 -0.267  0.09
N: 4.803 4.463 -1.517  0.02
C: -4.245 -3.139 0.864  -0.28
C: 1.686 7.083 -0.132  -0.33
C: 1.099 -0.811 5.123  -0.31
C: 1.035 0.377 0.390  -0.47
C: -0.093 1.622 -4.247  0.01
C: -1.641 -6.008 -0.208  -0.59
C: 5.730 -3.094 -1.177  -0.32
C: 0.494 1.112 6.354  -0.04
C: -5.300 4.176 -0.515  -0.02
C: -3.279 3.841 0.812  0.01
C: -0.610 -2.951 -3.471  -0.34
C: -1.124 -0.008 -0.744  -0.01
C: 0.376 -3.882 -3.475  -0.03
C: 0.024 5.791 -1.303  0.01
C: 2.332 -6.570 3.354  -0.03
C: -3.580 -2.057 1.400  -0.01
C: 0.355 4.683 5.237  -0.03
C: 5.959 -1.708 -1.452  0.00
C: 0.147 2.916 3.557  -0.28
C: -2.526 -3.538 2.975  -0.30
C: 4.403 3.156 -1.571  -0.51
C: 4.597 -3.712 -1.607  -0.03
C: 1.500 2.933 3.387  -0.03
C: 2.436 -0.580 5.434  -0.01
C: 0.853 -3.331 -5.832  -0.33
C: 1.518 4.781 0.282  -0.02
C: 3.570 -2.903 -2.077  -0.03
C: -4.950 1.261 -4.697  -0.01
C: -4.096 4.634 0.019  -0.33
C: -2.717 -6.138 -1.268  0.00
C: -6.821 0.719 -3.328  -0.03
C: -1.274 2.507 -4.311  -0.59
C: 2.271 -0.266 0.909  0.03
C: 1.727 4.507 5.120  -0.31
C: -4.191 0.460 -3.891  -0.01
C: 6.075 4.844 -0.921  -0.07
C: -4.733 -0.323 -2.832  -0.28
C: 0.471 4.690 -0.606  -0.33
C: -6.070 -0.195 -2.585  -0.03
C: -0.928 -2.211 -4.595  -0.01
C: -0.172 -2.397 -5.741  0.00
C: -5.649 2.834 -0.324  -0.02
C: 3.020 2.862 -2.065  0.01
C: -2.711 -2.237 2.484  0.02
C: 4.126 -6.315 1.811  0.00
C: 2.305 3.699 4.206  -0.02
C: 3.002 -4.404 2.635  -0.31
C: 2.168 5.999 0.550  -0.01
C: -0.433 3.832 4.495  -0.01
C: 0.086 0.043 5.558  0.02
C: 3.721 -1.547 -2.221  -0.30
C: -2.880 3.846 -3.162  -0.06
C: -6.285 1.425 -4.342  -0.33
C: 2.118 -5.190 3.423  0.00
C: -3.208 -4.607 2.459  -0.03
C: -3.617 2.486 0.946  0.01
C: 1.135 -4.074 -4.671  0.00
C: 0.688 7.002 -1.124  0.01
C: -4.791 2.011 0.370  -0.31
C: 3.974 -4.890 1.822  -0.01
C: 1.780 1.310 6.683  -0.32
C: 3.353 -7.072 2.637  -0.36
C: 0.189 -4.775 0.692  -0.04
C: -4.097 -4.413 1.413  -0.01
C: 2.807 0.479 6.247  0.01
C: 4.946 -0.950 -1.963  -0.02
H: 0.532 1.666 -3.373  0.06
H: 6.496 5.705 -1.435  0.08
H: -0.071 5.387 5.933  0.12
H: 4.628 -4.188 1.287  0.11
H: -2.206 -2.472 -2.600  0.09
H: -0.144 1.889 6.719  0.11
H: 3.384 3.613 4.195  0.13
H: 3.122 2.181 -2.910  0.09
H: -2.360 -6.471 -2.263  0.09
H: -1.042 -4.191 -0.898  0.07
H: -3.032 4.383 -4.089  0.08
H: 3.092 5.973 1.176  0.13
H: 1.870 -4.876 -4.782  0.12
H: 0.347 7.844 -1.662  0.11
H: 2.142 -2.737 3.243  0.07
H: 1.033 -4.181 0.326  0.08
H: 4.235 5.242 -1.810  0.13
H: -2.921 1.838 1.448  0.10
H: -1.371 -0.091 -1.805  0.07
H: 5.044 0.115 -2.071  0.09
H: 3.844 0.722 6.562  0.14
H: 1.748 -7.242 3.982  0.13
H: 4.483 -4.763 -1.313  0.13
H: -4.433 1.832 -5.468  0.12
H: 0.153 2.765 -0.210  0.06
H: -2.329 4.187 1.186  0.12
H: -6.548 -0.720 -1.752  0.12
H: -3.018 -5.605 2.811  0.12
H: 5.957 5.313 0.043  0.07
H: 0.538 -5.775 0.972  0.10
H: -3.711 3.130 -3.110  0.07
H: 2.140 -4.264 -6.871  0.12
H: -5.273 -3.829 -0.565  0.10
H: 6.740 4.009 -0.785  0.08
H: 2.633 -3.431 -2.251  0.09
H: -3.404 -6.879 -0.928  0.07
H: 6.892 -1.212 -1.151  0.12
H: -3.126 0.413 -4.026  0.09
H: 2.887 8.402 0.643  0.10
H: -5.935 4.799 -1.121  0.11
H: -0.078 -2.128 4.436  0.07
H: -1.486 3.870 4.599  0.11
H: -1.157 3.095 -2.260  0.09
H: -4.391 -1.719 -1.520  0.07
H: 3.202 0.242 0.630  0.10
H: -2.131 -1.407 2.815  0.10
H: -1.784 -1.590 -4.586  0.10
H: -4.323 6.443 -0.645  0.10
H: -6.510 2.658 -5.668  0.09
H: 0.555 -4.384 -2.511  0.11
H: -5.965 0.573 -0.034  0.09
H: -0.235 -4.196 1.496  0.07
H: -3.705 -1.059 0.990  0.09
H: -1.925 -0.566 -0.215  0.07
H: 1.834 2.198 2.656  0.11
H: -0.295 1.700 2.101  0.05
H: 7.357 -3.198 -0.217  0.10
H: 2.387 3.696 -2.380  0.09
H: 4.336 -8.632 2.220  0.10
H: 2.002 5.867 6.436  0.08
H: 3.180 -1.292 5.137  0.11
H: -7.844 0.984 -3.082  0.13
H: -4.652 -5.259 0.937  0.14
H: -0.514 -1.926 -6.662  0.13
H: 2.557 2.276 -1.303  0.06
H: 2.352 -1.295 0.561  0.07
H: 1.857 3.935 0.843  0.10
H: 1.393 2.922 7.750  0.09
H: -3.225 -5.199 -1.440  0.06
H: -6.611 2.556 -0.708  0.11
H: -0.900 -0.161 5.158  0.12
H: 2.040 -1.184 -3.283  0.11
H: 0.503 -1.375 -0.574  0.13
H: -1.591 -4.671 4.281  0.11
H: 4.893 -6.795 1.160  0.13
H: -1.141 1.067 -0.550  0.07
H: -0.766 5.701 -2.006  0.10
H: 1.301 -4.771 3.997  0.11
H: -2.970 4.592 -2.363  0.07
H: 0.529 1.908 -5.107  0.10
H: 2.191 -0.322 2.007  0.09
H: -0.450 0.620 -4.456  0.06

- LUMO level (Eh) = 0.0101
- highest occupied orbital energy (eV) = -7.93
- 2S+1 = 1

=====

(2)
DFT (ωB97M-V/def2-TZVPD) results for the ion C20H29N2O with charge +1 at a distorted geometry.

Last column: Löwdin charge in e.
Atoms and positions in Å:
O: 4.174 -0.531 -4.197  -0.12
N: -1.311 0.464 0.728  -0.17
N: 1.993 0.012 -2.583  -0.12
C: 0.671 -0.101 2.068  -0.20
C: -3.411 -0.897 0.737  -0.11
C: 0.888 0.732 3.175  -0.05
C: 0.203 0.502 0.740  -0.22
C: 1.375 -1.213 4.530  -0.06
C: 1.223 0.175 4.410  -0.06
C: 3.435 0.647 -4.506  -0.17
C: -1.835 1.199 1.960  -0.08
C: -3.910 0.547 0.728  -0.29
C: 0.874 -0.143 -0.449  -0.05
C: -1.885 -0.948 0.750  -0.06
C: 1.167 0.501 -1.626  -0.09
C: -3.354 1.257 1.960  -0.11
C: 0.844 -1.482 2.183  -0.06
C: -1.820 1.210 -0.496  -0.08
C: 1.216 -2.035 3.413  -0.05
C: -3.342 1.245 -0.504  -0.11
C: 3.350 -1.610 -3.741  -0.17
C: 2.703 -1.251 -2.408  -0.13
C: 2.047 0.689 -3.878  -0.13
H: -3.662 2.308 1.990  0.13
H: 1.351 0.200 -4.577  0.13
H: -1.401 0.721 -1.380  0.12
H: 0.709 1.468 -1.876  0.13
H: 1.346 0.826 5.279  0.11
H: 4.032 1.509 -4.166  0.13
H: 2.021 -2.059 -2.103  0.13
H: 4.057 -2.442 -3.628  0.14
H: -3.718 0.795 2.885  0.13
H: -3.781 -1.437 -0.140  0.13
H: -3.697 0.768 -1.423  0.13
H: 2.554 -1.862 -4.470  0.13
H: 0.749 1.817 3.085  0.12
H: 3.320 0.700 -5.605  0.13
H: -1.476 -1.495 -0.110  0.14
H: -3.662 2.292 -0.538  0.13
H: 1.591 -1.660 5.503  0.11
H: 1.354 -3.117 3.473  0.11
H: 0.669 -2.134 1.320  0.11
H: -1.488 0.680 2.854  0.13
H: -1.533 -1.442 1.660  0.13
H: -1.389 2.202 1.947  0.14
H: 1.324 -1.131 -0.282  0.08
H: 0.410 1.583 0.721  0.15
H: -5.000 0.585 0.730  0.15
H: -3.795 -1.426 1.617  0.13
H: -1.392 2.220 -0.424  0.14
H: 1.731 1.721 -3.714  0.12
H: 3.482 -1.161 -1.624  0.15

- LUMO level (Eh) = -0.0796
- highest occupied orbital energy (eV) = -10.89
- SMILES string = C(=C\N1CCOCC1)/[C@H](c1ccccc1)[N+]12CCC(CC1)CC2
- total charge = +1
- 2S+1 = 1

=====

(3)
DFT (ωB97M-V/def2-TZVPD) results for the ion C7H13N with charge +1 at a distorted geometry.

Last column: Mulliken spin population.
Atoms and positions in Å:
N: 0.099 -1.858 -0.069  0.25
C: -0.782 0.876 -0.885  0.05
C: -0.548 -1.095 0.783  0.19
C: 0.951 2.147 -2.281  0.00
C: -1.075 0.142 0.376  0.38
C: 0.715 1.191 -1.097  0.06
C: 0.074 -1.831 3.104  0.02
C: -0.792 -1.612 2.130  0.01
H: -0.125 -1.941 4.161  0.00
H: 0.601 -2.703 0.152  -0.01
H: 0.056 2.718 -2.499  0.00
H: -1.357 1.788 -0.919  0.00
H: 1.190 1.595 -0.211  -0.02
H: 1.708 2.877 -2.011  0.00
H: -1.142 0.202 -1.683  0.04
H: 1.289 0.274 -1.242  0.00
H: -1.756 0.571 1.101  0.02
H: -1.838 -1.818 2.360  0.01
H: 1.193 1.636 -3.205  0.00
H: 1.133 -1.750 2.866  0.00
H: 0.405 -1.407 -0.934  -0.01

- LUMO level (alpha / beta) (Eh) = -0.1266 / -0.2437
- highest occupied orbital energy (alpha / beta) (eV) = -13.99 / -14.80
- total charge = +1
- 2S+1 = 2

=====

(4)
DFT (ωB97M-V/def2-TZVPD) results for an isolated molecule of C5H11N2O at a distorted geometry.

Last column: Mulliken spin population.
Atoms and positions in Å:
O: -2.064 0.087 -2.374  0.24
N: 1.710 -0.242 0.616  0.00
N: -0.436 -1.182 -1.082  0.01
C: -1.281 -0.373 -0.168  -0.04
C: 2.912 0.079 0.730  0.00
C: -2.387 0.044 -1.112  0.66
C: -0.470 0.850 0.333  0.06
C: 0.674 0.533 1.280  0.01
H: 3.701 -0.472 0.218  0.00
H: 1.091 1.446 1.710  0.00
H: -0.638 -0.759 -2.023  0.00
H: 0.558 -1.135 -0.809  0.01
H: -1.193 1.441 0.893  -0.01
H: -3.244 0.573 -0.696  0.03
H: -0.199 1.413 -0.563  0.00
H: 0.328 -0.077 2.115  0.00
H: 3.266 0.917 1.350  0.00
H: -1.570 -0.998 0.674  0.05
H: -0.759 -2.145 -1.093  -0.01

- LUMO level (alpha / beta) (Eh) = 0.0269 / 0.0259
- highest occupied orbital energy (alpha / beta) (eV) = -4.63 / -8.21
- 2S+1 = 2

=====

What did the third record say?
DFT (ωB97M-V/def2-TZVPD) results for the ion C7H13N with charge +1 at a distorted geometry.

Last column: Mulliken spin population.
Atoms and positions in Å:
N: 0.099 -1.858 -0.069  0.25
C: -0.782 0.876 -0.885  0.05
C: -0.548 -1.095 0.783  0.19
C: 0.951 2.147 -2.281  0.00
C: -1.075 0.142 0.376  0.38
C: 0.715 1.191 -1.097  0.06
C: 0.074 -1.831 3.104  0.02
C: -0.792 -1.612 2.130  0.01
H: -0.125 -1.941 4.161  0.00
H: 0.601 -2.703 0.152  -0.01
H: 0.056 2.718 -2.499  0.00
H: -1.357 1.788 -0.919  0.00
H: 1.190 1.595 -0.211  -0.02
H: 1.708 2.877 -2.011  0.00
H: -1.142 0.202 -1.683  0.04
H: 1.289 0.274 -1.242  0.00
H: -1.756 0.571 1.101  0.02
H: -1.838 -1.818 2.360  0.01
H: 1.193 1.636 -3.205  0.00
H: 1.133 -1.750 2.866  0.00
H: 0.405 -1.407 -0.934  -0.01

- LUMO level (alpha / beta) (Eh) = -0.1266 / -0.2437
- highest occupied orbital energy (alpha / beta) (eV) = -13.99 / -14.80
- total charge = +1
- 2S+1 = 2